2 unconnected molecules or ions with the total composition C5H7IN2S2, computed with wB97M-V/def2-TZVPD.

Calculated values
2S+1 ... 3
Gap between HOMO and LUMO (alpha / beta) ... 6.53 / 5.87 eV
Calculated total energy ... -1398.08688 Ha
Total charge ... 0

XYZ file:
```
17
Properties=species:S:1:pos:R:3:lowdin_charge:R:1
C 0.916 0.741 2.027 -0.6638
C 2.744 -0.619 -0.171 -0.8349
C -1.570 -0.215 -1.456 -0.0838
C -0.677 0.199 -0.289 -0.3525
C -1.416 0.791 0.888 -0.4510
N 1.907 0.169 2.138 0.1117
N 2.495 -1.790 -0.176 -0.6021
S 2.093 -3.288 0.080 0.6892
S -0.324 1.845 1.895 0.9224
I 3.283 1.039 -1.196 0.7391
H -1.948 -1.111 -1.106 0.0493
H -2.285 0.564 -1.470 0.0510
H -1.095 -0.361 -2.461 0.1033
H 0.003 0.958 -0.757 0.0968
H -0.166 -0.634 -0.023 0.0422
H -2.220 1.537 0.408 0.1362
H -1.740 0.174 1.670 0.0472
```


C4H2OS in the gas phase, computed with wB97M-V/def2-TZVPD.

Calculated values
2S+1 ... 1
SMILES ... O=CC#CC=S
Gap between HOMO and LUMO ... 7.71 eV
Calculated total energy ... -626.93436 Ha
Total charge ... 0
Relative energy (zero: lowest compared OMol25 entry of this formula, charge and spin) ... 2.2 kJ/mol

XYZ file:
```
8
Properties=species:S:1:pos:R:3:lowdin_charge:R:1
C -0.373 -1.352 1.467 -0.6953
C -0.068 -0.399 0.433 -0.0882
C 0.178 0.423 -0.448 0.0601
C 0.473 1.398 -1.491 -0.2826
H 0.465 -1.565 2.140 0.0580
H -0.425 1.633 -2.147 0.1335
O 1.558 1.905 -1.610 0.0732
S -1.807 -2.043 1.658 0.7415
```


A molecular structure, C40H52CaF12N4O8, computed with wB97M-V/def2-TZVPD.

Calculated values
2S+1 ... 1
Gap between HOMO and LUMO ... 6.95 eV
Calculated total energy ... -4251.89550 Ha
Total charge ... +2

XYZ file:
```
117
Properties=species:S:1:pos:R:3:lowdin_charge:R:1
Ca -0.291 0.385 -0.741 1.4825
C 4.539 2.734 -2.361 0.0678
N 4.018 1.434 -2.939 -0.0517
C 3.568 0.609 -2.000 0.0101
C 2.919 -0.559 -2.373 0.0395
C 2.817 -0.880 -3.713 -0.1224
C 3.408 -0.033 -4.663 0.0388
C 4.013 1.106 -4.229 -0.0065
C 1.984 -2.071 -4.155 -0.0936
C 0.818 -1.750 -4.891 0.0699
C 0.043 -2.776 -5.418 0.0428
N 0.556 -4.046 -5.343 -0.0793
C 1.701 -4.294 -4.707 -0.0070
C 2.359 -3.389 -3.938 0.0497
C -0.210 -5.126 -5.966 0.0314
H 3.730 3.472 -2.437 0.1075
H 5.346 3.140 -2.964 0.1007
H 4.823 2.537 -1.318 0.1086
H 3.620 0.890 -0.904 0.1475
H 2.472 -1.176 -1.638 0.1206
H 3.463 -0.336 -5.661 0.1194
H 4.498 1.768 -5.006 0.1759
H 0.553 -0.691 -4.881 0.1221
H -0.830 -2.726 -6.054 0.1536
H 2.026 -5.350 -4.638 0.1673
H 3.204 -3.623 -3.397 0.1192
H -1.252 -4.907 -5.764 0.1085
H -0.050 -6.111 -5.585 0.1024
H -0.037 -5.090 -7.036 0.1164
C 1.733 -4.092 1.953 0.0033
N 1.238 -2.935 2.681 -0.0898
C 0.535 -2.026 1.995 -0.0092
C -0.008 -0.981 2.740 0.0351
C 0.318 -0.901 4.120 -0.1175
C 1.067 -1.883 4.822 0.0425
C 1.518 -2.931 4.020 0.0036
C -0.246 0.325 4.760 -0.1150
C -0.646 0.335 6.131 0.0447
C -1.138 1.419 6.771 -0.0272
N -1.213 2.566 6.117 -0.0872
C -0.923 2.636 4.780 0.0765
C -0.443 1.479 4.066 0.0507
C -1.758 3.800 6.734 0.0455
H 1.742 -3.784 0.852 0.1211
H 1.155 -5.035 2.163 0.1298
H 2.801 -4.189 2.231 0.1062
H 0.482 -2.235 0.895 0.1072
H -0.520 -0.064 2.179 0.1219
H 1.413 -1.752 5.861 0.1374
H 2.211 -3.706 4.414 0.1572
H -0.516 -0.634 6.643 0.1358
H -1.409 1.362 7.793 0.1454
H -1.042 3.660 4.321 0.1595
H -0.085 1.620 3.025 0.0963
H -1.787 4.567 5.948 0.1031
H -1.046 4.118 7.496 0.1172
H -2.763 3.651 7.038 0.1000
C 2.263 0.964 1.427 -0.5070
O 2.610 2.371 1.380 -0.0958
O 1.761 0.543 0.326 -0.2427
C 3.475 0.138 1.971 -0.5841
F 3.595 -1.144 1.562 0.1290
F 4.602 0.728 1.581 0.1557
F 3.351 0.084 3.267 0.1762
C 1.545 3.318 1.055 -0.2343
C 2.031 4.683 1.393 -0.0747
H 1.420 5.531 1.116 0.0755
H 2.208 4.876 2.432 0.0678
H 3.001 4.926 0.930 0.0866
H 0.580 3.138 1.516 0.1039
H 1.445 3.216 -0.048 0.0995
H 1.597 0.945 2.277 0.1010
C -0.284 2.069 -3.170 -0.4335
O -0.522 2.704 -1.891 -0.1888
O 0.533 0.994 -2.926 -0.2721
C -1.647 1.583 -3.646 -0.5502
F -2.537 2.587 -3.929 0.1294
F -1.607 0.757 -4.649 0.1791
F -2.208 0.826 -2.645 0.0793
C -0.274 4.088 -1.741 -0.2733
C -1.389 4.884 -2.360 -0.0513
H -2.331 4.535 -1.889 0.0938
H -1.297 5.967 -2.347 0.0846
H -1.442 4.614 -3.415 0.0675
H 0.773 4.297 -2.138 0.1404
H -0.221 4.215 -0.682 0.0794
H 0.143 2.824 -3.917 0.1794
C -1.474 -2.971 -0.472 -0.3885
O -1.167 -3.876 0.656 -0.1256
O -0.681 -1.860 -0.387 -0.3324
C -1.083 -3.798 -1.621 -0.5662
F -1.751 -4.909 -1.832 0.1846
F -1.266 -3.066 -2.759 0.1142
F 0.248 -4.126 -1.548 0.1117
C -2.282 -4.161 1.470 -0.2553
C -2.630 -3.033 2.375 -0.0637
H -1.956 -2.890 3.204 0.0601
H -2.676 -2.043 1.882 0.0812
H -3.599 -3.173 2.821 0.0823
H -2.113 -5.097 2.042 0.1357
H -3.116 -4.361 0.792 0.1210
H -2.568 -2.702 -0.488 0.1613
C -2.684 1.216 1.204 -0.4403
O -3.122 0.473 0.048 -0.1124
O -1.353 1.230 1.367 -0.2915
C -3.115 2.724 1.211 -0.5274
F -4.397 2.892 0.827 0.1345
F -3.049 3.223 2.493 0.0908
F -2.369 3.538 0.495 0.1696
C -4.534 0.066 0.104 -0.2303
C -4.863 -0.643 -1.207 -0.0514
H -4.479 0.029 -1.954 0.0644
H -4.349 -1.574 -1.204 0.0442
H -5.968 -0.801 -1.268 0.1049
H -5.302 0.844 0.207 0.1217
H -4.725 -0.663 0.832 0.0895
H -3.227 0.722 2.040 0.1570
```


C18H13F2N5O in the gas phase, computed with wB97M-V/def2-TZVPD.

Calculated values
2S+1 ... 1
SMILES ... Cc1noc(C)c1-c1nncc2nc(Nc3ccc(F)cc3F)ccc12
Gap between HOMO and LUMO ... 8.16 eV
Calculated total energy ... -1242.40257 Ha
Total charge ... 0
Relative energy (zero: lowest compared OMol25 entry of this formula, charge and spin) ... 0.0 kJ/mol

XYZ file:
```
39
Properties=species:S:1:pos:R:3:lowdin_charge:R:1
F 5.526 -0.200 4.842 0.0573
F 4.847 0.506 0.206 0.0853
N -5.052 -0.532 -0.448 0.1312
N -0.785 1.365 -3.750 0.0296
N -1.913 1.362 -3.020 0.0696
N 1.568 -0.121 -1.383 0.1680
O -5.278 0.884 -0.342 0.0109
C -3.881 -0.701 -1.001 -0.2778
C -3.283 0.600 -1.227 -0.1237
C -4.194 1.528 -0.833 -0.2552
C 1.524 -0.627 -0.151 -0.3147
C 3.660 -1.283 3.734 -0.0293
C 5.136 0.223 2.548 0.0744
C 2.928 -1.586 2.590 -0.0015
C 0.402 -0.610 0.688 0.0396
C 4.735 -0.402 3.756 -0.2484
C 4.469 -0.061 1.362 -0.1960
C 3.361 -0.981 1.365 -0.1541
C 0.374 0.833 -3.211 -0.0297
C -1.963 0.814 -1.785 -0.2070
C -0.800 -0.103 0.183 0.0414
C 0.406 0.328 -1.897 -0.2134
C -0.815 0.336 -1.166 -0.1079
N 2.723 -1.192 0.128 0.0914
C -3.290 -2.062 -1.302 -0.0076
C -3.990 2.994 -0.886 0.0058
H 3.389 -1.793 4.658 0.1199
H 5.992 0.873 2.538 0.1252
H 2.082 -2.252 2.666 0.1108
H 0.432 -0.998 1.672 0.0883
H 1.275 0.828 -3.821 0.1088
H -1.666 -0.011 0.838 0.1326
H 3.329 -0.963 -0.672 0.1439
H -4.101 -2.793 -1.534 0.0949
H -2.622 -2.007 -2.163 0.0817
H -2.723 -2.422 -0.429 0.0815
H -4.126 3.485 0.087 0.0904
H -2.992 3.257 -1.234 0.0802
H -4.684 3.482 -1.605 0.1038
```